Entry 1:
17
Properties=species:S:1:pos:R:3:forces:R:3 method="wB97M-V/def2-TZVPD" lumo_ev=0.81 spin_multiplicity=1 e_tot_ha=-309.8029 e_above_lowest_kcal_mol=24.8 total_charge=0 homo_energy_ev=-9.0
C 0.158 -0.666 -0.437 -0.13 -0.03 0.09
C -0.777 -0.720 0.508 0.16 -0.02 -0.10
C -1.828 0.348 0.335 -0.07 0.05 0.02
C -1.520 0.925 -1.068 -0.11 0.07 -0.11
C -0.082 0.469 -1.403 0.14 0.13 -0.03
H 1.023 -1.320 -0.480 -0.15 0.12 -0.03
H -0.774 -1.424 1.339 -0.03 0.11 -0.17
H -2.845 -0.055 0.402 0.13 0.09 0.01
H -1.736 1.110 1.123 -0.03 -0.08 -0.10
H -2.212 0.497 -1.801 0.09 0.00 0.13
H -1.643 2.012 -1.123 0.05 -0.20 0.07
H 0.655 1.272 -1.235 -0.16 -0.16 -0.01
H 0.029 0.176 -2.453 -0.03 -0.01 0.15
C 2.887 -0.645 1.576 0.08 -0.49 -0.16
O 2.791 -1.665 0.939 0.14 0.55 0.38
H 3.750 -0.468 2.246 -0.08 0.00 -0.06
H 2.123 0.155 1.533 0.00 -0.12 -0.09



Entry 2:
17
Properties=species:S:1:pos:R:3:forces:R:3 method="wB97M-V/def2-TZVPD" lumo_ev=0.89 spin_multiplicity=1 e_tot_ha=-309.7805 e_above_lowest_kcal_mol=38.8 total_charge=0 homo_energy_ev=-7.5
C -0.455 2.568 -1.187 -0.67 0.71 0.09
C -0.218 1.504 -0.189 0.59 -0.81 -0.16
C 0.412 1.935 1.089 1.09 -1.06 1.18
C -0.528 0.203 -0.416 -0.99 0.61 0.19
C 0.017 -0.964 0.233 0.70 -1.04 0.24
C -0.206 -2.279 -0.025 -0.09 0.55 1.86
O 0.716 -3.230 0.367 -0.25 0.35 -0.30
H -0.658 2.211 -2.195 -0.43 -0.06 0.17
H 0.402 3.241 -1.286 0.12 -0.17 0.22
H -1.257 3.186 -0.759 -0.12 0.21 -0.64
H 1.257 2.648 1.118 -0.38 -0.24 -0.70
H -0.298 2.327 1.826 -0.27 -0.04 -0.32
H 0.783 0.992 1.536 0.02 0.66 0.25
H -1.324 -0.019 -1.130 0.62 0.15 -0.52
H 0.864 -0.854 0.918 0.22 0.35 -0.52
H -1.190 -2.721 -0.070 -0.08 -0.04 -1.18
H 1.586 -2.815 0.298 -0.06 -0.14 0.15